[1]
DFT (wB97M-V/def2-TZVPD) results for a 7-piece molecular cluster, C28H68INO14 overall.

Element x y z (Å)
C (-0.874, 5.072, 2.647)
C (-1.004, 3.524, 2.719)
I (-2.272, 2.884, 1.063)
C (-1.681, 3.033, 4.023)
N (-0.763, 2.484, 5.017)
C (0.038, 1.449, 4.545)
O (-0.351, 0.397, 4.172)
O (1.393, 1.713, 4.544)
H (-1.115, 5.552, 3.595)
H (-1.508, 5.503, 1.881)
H (0.163, 5.307, 2.403)
H (-0.020, 3.098, 2.552)
H (-2.488, 2.338, 3.816)
H (-2.157, 3.894, 4.490)
H (-0.235, 3.182, 5.516)
H (1.501, 2.579, 4.146)
C (3.225, 3.439, 0.819)
O (2.962, 4.522, 1.700)
C (4.000, 4.729, 2.649)
C (4.884, 5.896, 2.261)
O (5.617, 5.620, 1.078)
C (5.070, 6.241, -0.073)
H (2.484, 3.470, 0.021)
H (4.221, 3.506, 0.377)
H (3.125, 2.487, 1.352)
H (4.597, 3.822, 2.772)
H (3.522, 4.954, 3.609)
H (5.611, 6.066, 3.061)
H (4.286, 6.805, 2.144)
H (5.249, 7.321, -0.044)
H (3.998, 6.051, -0.163)
H (5.575, 5.827, -0.944)
C (-0.341, -4.314, 0.990)
O (-1.641, -3.753, 0.932)
C (-2.576, -4.441, 1.751)
C (-2.838, -3.698, 3.046)
O (-1.687, -3.672, 3.873)
C (-1.004, -2.424, 3.819)
H (0.340, -3.627, 0.490)
H (-0.007, -4.451, 2.021)
H (-0.317, -5.275, 0.465)
H (-2.232, -5.458, 1.959)
H (-3.512, -4.509, 1.187)
H (-3.623, -4.223, 3.599)
H (-3.188, -2.683, 2.837)
H (-1.574, -1.657, 4.342)
H (-0.827, -2.107, 2.789)
H (-0.045, -2.548, 4.318)
C (-0.031, -1.133, 0.176)
O (-0.309, -0.131, -0.789)
C (0.820, 0.209, -1.577)
C (0.753, -0.436, -2.946)
O (0.869, -1.849, -2.860)
C (-0.376, -2.517, -2.985)
H (-0.979, -1.464, 0.598)
H (0.470, -1.994, -0.275)
H (0.590, -0.726, 0.982)
H (1.747, -0.071, -1.068)
H (0.814, 1.297, -1.700)
H (1.597, -0.081, -3.545)
H (-0.171, -0.153, -3.458)
H (-0.730, -2.464, -4.022)
H (-1.132, -2.095, -2.319)
H (-0.223, -3.563, -2.724)
C (1.683, -5.124, -4.449)
O (0.414, -5.707, -4.702)
C (-0.077, -5.421, -6.003)
C (0.106, -6.599, -6.938)
O (1.479, -6.854, -7.193)
C (1.986, -7.948, -6.449)
H (2.060, -5.538, -3.515)
H (2.397, -5.348, -5.244)
H (1.585, -4.039, -4.337)
H (0.409, -4.530, -6.412)
H (-1.147, -5.211, -5.906)
H (-0.362, -6.360, -7.899)
H (-0.385, -7.487, -6.531)
H (1.591, -8.892, -6.840)
H (1.741, -7.861, -5.388)
H (3.069, -7.950, -6.560)
C (-5.553, 1.272, 9.200)
O (-4.388, 0.507, 8.950)
C (-4.023, 0.482, 7.576)
C (-2.872, 1.422, 7.284)
O (-3.250, 2.783, 7.459)
C (-2.794, 3.330, 8.683)
H (-5.649, 1.387, 10.279)
H (-5.491, 2.263, 8.745)
H (-6.440, 0.751, 8.823)
H (-4.883, 0.724, 6.944)
H (-3.709, -0.540, 7.344)
H (-2.578, 1.305, 6.240)
H (-2.010, 1.176, 7.910)
H (-1.709, 3.484, 8.652)
H (-3.045, 2.687, 9.530)
H (-3.281, 4.295, 8.818)
C (0.573, 1.969, -9.593)
O (0.885, 0.635, -9.231)
C (1.870, 0.552, -8.212)
C (1.250, 0.253, -6.863)
O (0.450, 1.334, -6.406)
C (-0.938, 1.107, -6.580)
H (-0.307, 1.942, -10.233)
H (0.350, 2.582, -8.716)
H (1.401, 2.417, -10.152)
H (2.459, 1.472, -8.166)
H (2.543, -0.269, -8.480)
H (2.052, 0.116, -6.130)
H (0.666, -0.671, -6.905)
H (-1.295, 0.354, -5.869)
H (-1.168, 0.785, -7.598)
H (-1.454, 2.046, -6.383)

Values from the calculation:
* HOMO-LUMO gap: 9.19 eV
* molecular weight: 769.749 g mol⁻¹
* SMILES: C[C@H](I)CNC(=O)O.COCCOC.COCCOC.COCCOC.COCCOC.COCCOC.COCCOC

Here are the Löwdin charges for atoms 1 to 99, given in e: C -0.156; C -0.699; I 0.845; C -0.273; N 0.062; C -0.589; O 0.146; O 0.097; H 0.070; H 0.031; H 0.062; H 0.055; H 0.070; H 0.116; H 0.136; H 0.087; C -0.101; O -0.210; C -0.206; C -0.205; O -0.188; C -0.108; H 0.089; H 0.087; H 0.088; H 0.128; H 0.121; H 0.126; H 0.126; H 0.089; H 0.083; H 0.090; C -0.101; O -0.203; C -0.197; C -0.206; O -0.187; C -0.109; H 0.061; H 0.092; H 0.093; H 0.125; H 0.125; H 0.124; H 0.127; H 0.071; H 0.065; H 0.094; C -0.109; O -0.205; C -0.203; C -0.197; O -0.194; C -0.101; H 0.080; H 0.063; H 0.097; H 0.127; H 0.122; H 0.119; H 0.121; H 0.087; H 0.091; H 0.085; C -0.105; O -0.197; C -0.207; C -0.205; O -0.190; C -0.112; H 0.093; H 0.086; H 0.073; H 0.125; H 0.125; H 0.125; H 0.125; H 0.088; H 0.083; H 0.088; C -0.114; O -0.190; C -0.197; C -0.205; O -0.197; C -0.113; H 0.088; H 0.083; H 0.088; H 0.127; H 0.127; H 0.100; H 0.130; H 0.085; H 0.085; H 0.088; C -0.112; O -0.190; C -0.203



[2]
DFT (wB97M-V/def2-TZVPD) results for a 2-piece molecular cluster, C39H55BBr2ClN6O8PS2 overall.

Element x y z (Å)
C (3.035, 3.197, 1.046)
C (2.229, 2.381, 0.020)
C (1.223, 3.325, -0.659)
Cl (2.048, 4.412, -1.846)
C (0.044, 2.645, -1.321)
C (0.175, 1.757, -2.407)
B (1.586, 1.371, -3.061)
N (2.024, 1.942, -4.302)
O (2.411, 0.440, -2.440)
C (-0.954, 1.175, -3.003)
C (-0.789, 0.216, -4.169)
C (-0.150, -1.146, -3.793)
C (-0.668, -1.743, -2.495)
S (0.585, -2.897, -1.798)
C (1.089, -2.227, -0.228)
S (2.652, -1.936, 0.025)
N (0.177, -1.984, 0.826)
C (-0.904, -1.148, 0.838)
C (-1.465, -1.217, 2.078)
N (-0.713, -2.088, 2.840)
C (0.248, -2.534, 2.091)
C (-2.264, 1.469, -2.548)
C (-3.516, 0.912, -3.194)
C (-3.942, -0.518, -2.768)
C (-3.734, -0.863, -1.286)
O (-4.928, -1.506, -0.765)
C (-4.828, -2.844, -1.027)
C (-4.099, -3.708, -0.010)
O (-5.269, -3.330, -2.023)
C (-2.370, 2.359, -1.479)
C (-1.245, 2.931, -0.873)
C (-1.516, 3.863, 0.275)
O (-0.894, 3.844, 1.310)
C (-2.671, 4.795, 0.038)
C (-2.656, 6.141, 0.395)
C (-1.468, 6.754, 1.081)
O (-1.605, 6.817, 2.510)
O (-2.515, 5.828, 2.944)
C (-3.783, 6.902, 0.083)
C (-4.891, 6.372, -0.562)
C (-6.124, 7.176, -0.953)
Br (-6.437, 6.881, -2.886)
C (-6.089, 8.686, -0.717)
C (-5.009, 9.471, -1.457)
Br (-6.103, 9.082, 1.203)
C (-4.889, 5.013, -0.878)
C (-3.787, 4.234, -0.584)
C (-3.713, 2.785, -0.938)
O (-4.642, 2.039, -0.766)
H (2.412, 3.564, 1.861)
H (3.809, 2.534, 1.441)
H (3.574, 4.010, 0.560)
H (2.953, 2.088, -0.733)
H (1.745, 1.536, 0.505)
H (0.874, 3.990, 0.117)
H (1.267, 2.294, -4.873)
H (2.514, 1.218, -4.817)
H (3.289, 0.820, -2.330)
H (-0.141, 0.664, -4.923)
H (-1.724, 0.027, -4.687)
H (0.933, -1.043, -3.715)
H (-0.335, -1.848, -4.608)
H (-1.600, -2.286, -2.639)
H (-0.847, -0.995, -1.731)
H (-1.285, -0.522, 0.053)
H (-2.331, -0.705, 2.459)
H (1.005, -3.240, 2.394)
H (-4.375, 1.557, -3.043)
H (-3.359, 0.909, -4.274)
H (-3.513, -1.270, -3.432)
H (-5.017, -0.583, -2.931)
H (-3.463, -0.013, -0.672)
H (-2.949, -1.617, -1.203)
H (-3.783, -3.066, 0.813)
H (-4.733, -4.514, 0.343)
H (-3.189, -4.063, -0.495)
H (-1.260, 7.758, 0.709)
H (-0.567, 6.173, 0.877)
H (-1.978, 5.180, 3.423)
H (-3.750, 7.944, 0.363)
H (-6.991, 6.741, -0.462)
H (-7.046, 9.063, -1.069)
H (-4.083, 9.572, -0.898)
H (-4.830, 9.099, -2.462)
H (-5.379, 10.492, -1.574)
H (-5.732, 4.535, -1.361)
O (3.829, -4.457, 2.372)
P (4.581, -5.661, 2.857)
N (6.186, -5.044, 2.823)
C (7.384, -5.753, 2.419)
C (6.437, -3.870, 3.652)
N (4.289, -6.700, 1.520)
C (5.297, -7.491, 0.844)
C (3.261, -6.292, 0.570)
N (4.955, -7.040, 3.853)
C (3.787, -7.936, 4.062)
C (5.445, -6.698, 5.208)
H (7.587, -6.657, 3.010)
H (8.258, -5.110, 2.517)
H (7.349, -6.029, 1.366)
H (6.520, -4.112, 4.721)
H (5.630, -3.145, 3.542)
H (7.354, -3.363, 3.351)
H (5.843, -6.903, 0.095)
H (4.827, -8.330, 0.321)
H (6.006, -7.936, 1.539)
H (3.621, -5.523, -0.124)
H (2.383, -5.909, 1.082)
H (2.932, -7.155, -0.016)
H (2.966, -7.425, 4.573)
H (4.087, -8.797, 4.661)
H (3.411, -8.324, 3.120)
H (4.777, -6.008, 5.731)
H (6.439, -6.256, 5.168)
H (5.542, -7.601, 5.809)

Values from the calculation:
* HOMO-LUMO gap: 7.67 eV
* molecular weight: 1037.084 g mol⁻¹
* SMILES: CC[C@@H](Cl)c1c(B(N)O)c(CCCSC(=S)n2ccnc2)c(CCCOC(C)=O)c2c1C(=O)c1c(COO)cc([C@H](Br)[C@H](C)Br)cc1C2=O.CN(C)P(=O)(N(C)C)N(C)C

Here are the Löwdin charges for atoms 1 to 99, given in e: C -0.098; C -0.239; C -0.594; Cl 0.679; C -0.127; C 0.018; B -0.645; N 0.193; O 0.090; C -0.109; C -0.118; C -0.221; C -0.446; S 0.905; C -1.057; S 0.763; N -0.141; C -0.100; C -0.127; N 0.061; C -0.164; C -0.083; C -0.113; C -0.113; C -0.159; O -0.024; C -0.536; C 0.028; O 0.135; C -0.026; C -0.016; C -0.254; O 0.128; C -0.025; C -0.112; C -0.121; O -0.118; O -0.021; C 0.023; C -0.241; C -0.638; Br 0.751; C -0.788; C -0.155; Br 0.734; C 0.010; C -0.060; C -0.267; O 0.145; H 0.078; H 0.075; H 0.062; H 0.081; H 0.123; H 0.067; H 0.081; H 0.095; H 0.104; H 0.106; H 0.102; H 0.082; H 0.120; H 0.065; H 0.042; H 0.089; H 0.101; H 0.120; H 0.110; H 0.109; H 0.107; H 0.125; H 0.107; H 0.082; H 0.076; H 0.089; H 0.089; H 0.134; H 0.112; H 0.106; H 0.076; H 0.096; H 0.071; H 0.061; H 0.051; H 0.081; H 0.114; O -0.319; P 0.676; N -0.309; C -0.128; C -0.134; N -0.325; C -0.143; C -0.134; N -0.275; C -0.124; C -0.129; H 0.076; H 0.078



[3]
DFT (wB97M-V/def2-TZVPD) results for a 2-piece molecular cluster, C3H11N2O overall.

Element x y z (Å)
C (-1.164, -1.052, -0.579)
C (0.186, -0.660, 0.000)
C (0.506, -0.887, 1.286)
N (-0.363, -1.297, 2.206)
N (1.080, 0.349, -0.670)
H (-1.449, -1.838, 0.125)
H (-2.069, -0.521, -0.633)
H (-0.983, -1.591, -1.504)
H (1.572, -1.011, 1.429)
H (0.128, -1.574, 3.024)
H (-0.795, -2.045, 1.802)
H (1.725, 0.616, 0.044)
H (1.568, 0.204, -1.576)
H (0.548, 1.182, -0.848)
H (0.260, 3.313, -2.394)
H (-1.030, 3.224, -1.605)
O (-0.208, 2.784, -1.606)

Values from the calculation:
* charge: +2
* HOMO-LUMO gap (alpha / beta): 9.91 / 6.43 eV
* molecular weight: 91.134 g mol⁻¹
* 2S+1: 2

Table of Löwdin atomic charges, one value per atom, all in e: C 0.075; C -0.071; C -0.016; N 0.306; N 0.300; H 0.092; H 0.116; H 0.131; H 0.182; H 0.162; H 0.111; H 0.160; H 0.224; H 0.105; H 0.162; H 0.032; O -0.071



> Number 2 is which compound?

C39H55BBr2ClN6O8PS2